# C72H186N14O22

A 14-piece molecular cluster, C72H186N14O22 overall (the ωB97M-V functional and the def2-TZVPD basis, OMol25).

Output
- Strongest force on any atom: 3.89 eV/A
- 2S+1: 1
- Energy above the lowest of the compared OMol25 structures with the same formula, charge and spin: 477.2 kJ/mol
- Frontier orbital gap: 8.490 eV
- LUMO level: 0.4 eV

Geometry as XYZ:
```
294
Properties=species:S:1:pos:R:3:mulliken_charge:R:1
C 4.55 0.13 -2.72 -1.83
C 4.86 0.70 -1.31 2.53
C 6.25 1.41 -1.40 -1.25
O 6.62 1.83 -0.11 0.08
C 7.62 2.88 -0.19 -0.89
N 3.85 1.63 -0.78 0.41
H 5.24 -0.67 -2.86 0.54
H 4.61 0.93 -3.44 0.35
H 3.60 -0.44 -2.68 0.17
H 4.85 -0.15 -0.61 -1.53
H 6.17 2.23 -2.09 0.47
H 7.06 0.73 -1.81 0.41
H 8.50 2.35 -0.71 0.33
H 7.92 3.21 0.80 0.21
H 7.32 3.71 -0.83 0.30
H 4.26 2.15 -0.02 -0.08
H 3.50 2.20 -1.53 -0.17
C -7.88 3.60 -1.03 -1.86
C -6.95 2.43 -0.97 0.32
C -5.85 2.55 0.02 0.63
O -5.29 3.84 0.09 -0.50
C -4.21 4.05 0.92 -0.78
N -7.52 1.17 -0.84 -0.13
H -8.50 3.63 -1.96 0.36
H -7.30 4.53 -1.09 0.32
H -8.45 3.75 -0.13 0.40
H -6.52 2.46 -1.97 0.20
H -5.05 1.83 0.02 -0.03
H -6.40 2.30 0.97 0.11
H -4.42 3.71 1.94 0.45
H -4.10 5.11 1.07 0.38
H -3.30 3.58 0.63 0.14
H -6.76 0.45 -0.86 -0.22
H -7.92 0.97 0.09 0.11
C 4.30 -4.31 4.41 -1.33
C 3.60 -3.00 4.68 0.05
C 4.25 -1.81 3.92 -0.14
O 4.41 -2.27 2.61 0.25
C 4.95 -1.23 1.84 -0.12
N 2.19 -3.20 4.67 -0.21
H 3.87 -5.05 5.12 0.28
H 5.38 -4.17 4.59 0.45
H 4.26 -4.60 3.36 0.01
H 3.86 -2.73 5.77 0.38
H 5.17 -1.43 4.28 0.55
H 3.66 -0.86 4.02 -0.28
H 6.01 -1.00 2.27 0.10
H 4.28 -0.35 1.74 -0.06
H 5.01 -1.56 0.84 -0.17
H 1.84 -3.37 3.77 0.07
H 1.71 -2.34 4.98 0.01
C -1.46 -0.81 -7.71 -1.28
C -2.70 -1.74 -7.52 0.22
C -2.73 -2.90 -8.51 -0.67
O -3.95 -3.62 -8.35 -0.29
C -4.07 -4.62 -9.34 -0.71
N -2.86 -2.17 -6.13 -0.34
H -0.48 -1.30 -7.69 0.10
H -1.57 -0.09 -6.90 0.35
H -1.57 -0.45 -8.71 0.52
H -3.55 -1.13 -7.75 0.22
H -1.88 -3.60 -8.41 0.30
H -2.63 -2.44 -9.50 0.40
H -4.16 -4.21 -10.38 0.28
H -4.94 -5.28 -9.11 0.25
H -3.14 -5.21 -9.49 0.29
H -3.50 -2.96 -5.98 0.28
H -1.91 -2.47 -5.91 0.17
C 0.05 2.43 0.18 -0.56
C 0.04 0.94 -0.23 0.65
C 0.19 0.84 -1.72 -0.36
O 0.41 -0.57 -2.23 -0.06
C 0.16 -0.84 -3.59 -0.71
N 1.13 0.27 0.47 1.08
H -0.78 3.01 -0.18 0.39
H 1.02 2.90 -0.06 0.20
H -0.12 2.37 1.28 -0.67
H -0.88 0.60 0.15 0.02
H 1.10 1.42 -2.02 -0.38
H -0.73 1.17 -2.28 0.44
H -0.92 -0.85 -3.79 0.05
H 0.70 -1.75 -3.80 0.42
H 0.62 0.00 -4.18 0.07
H 2.03 0.57 0.22 -0.48
H 1.08 -0.74 0.32 -0.12
C 1.00 6.06 0.62 0.32
C -0.06 6.65 1.53 0.62
C -0.77 5.54 2.38 -0.31
O 0.18 4.96 3.31 -0.30
C -0.43 3.85 3.93 -0.43
N 0.53 7.69 2.40 -0.74
H 1.79 5.67 1.19 -0.69
H 1.46 6.93 0.07 0.26
H 0.63 5.19 0.05 -0.32
H -0.84 7.13 0.95 0.14
H -1.22 4.69 1.88 0.09
H -1.54 6.13 2.91 0.21
H -1.39 4.07 4.49 0.37
H 0.27 3.36 4.55 0.36
H -0.74 3.16 3.14 -0.16
H 1.44 7.32 2.65 0.27
H -0.02 7.89 3.26 0.31
C -10.62 1.61 0.69 -0.70
O -9.64 1.08 1.54 -0.15
C -10.25 0.19 2.53 -0.78
C -9.08 -0.44 3.31 -1.11
N -8.31 -1.31 2.41 0.18
C -6.88 -1.58 2.68 -1.89
C -5.89 -0.63 2.00 1.39
O -4.68 -1.34 1.99 -0.26
C -3.67 -0.57 1.36 -0.64
H -10.25 2.46 0.17 0.15
H -11.56 1.90 1.37 0.30
H -11.01 0.78 0.05 0.25
H -10.84 -0.52 2.02 0.49
H -10.89 0.79 3.19 0.47
H -9.59 -0.87 4.16 0.42
H -8.52 0.36 3.70 0.45
H -8.90 -1.98 1.95 0.33
H -6.60 -2.58 2.32 0.34
H -6.64 -1.63 3.70 0.45
H -5.83 0.33 2.51 0.56
H -6.39 -0.52 1.03 -1.00
H -3.93 -0.33 0.28 -0.17
H -2.82 -1.21 1.42 -0.72
H -3.53 0.32 1.98 1.32
C 3.09 6.16 -2.75 -1.00
O 1.76 5.63 -2.84 -0.12
C 1.56 4.66 -3.83 0.08
C 0.18 4.71 -4.37 -1.12
N -0.80 4.28 -3.39 0.50
C -2.18 4.50 -3.70 -0.99
C -2.62 5.90 -3.32 -0.76
O -2.67 6.01 -1.90 0.02
C -2.86 7.37 -1.54 -0.88
H 3.87 5.48 -2.52 0.38
H 3.12 6.97 -1.96 0.22
H 3.33 6.75 -3.65 0.36
H 1.75 3.61 -3.46 -0.42
H 2.24 4.78 -4.68 0.62
H 0.14 4.17 -5.27 0.68
H 0.10 5.81 -4.70 0.18
H -0.61 4.86 -2.58 -0.23
H -2.88 3.86 -3.19 0.21
H -2.35 4.30 -4.75 0.51
H -3.53 6.20 -3.80 0.58
H -1.86 6.64 -3.66 0.38
H -1.96 7.99 -1.81 0.28
H -3.12 7.44 -0.48 0.15
H -3.70 7.70 -2.20 0.38
C 4.47 5.65 2.17 -0.77
O 3.98 4.31 2.31 -0.09
C 3.38 3.98 3.55 0.06
C 3.54 2.52 3.82 -0.05
N 4.89 2.02 3.51 0.50
C 5.99 2.61 4.31 -0.47
C 7.16 1.70 4.28 -0.14
O 8.29 2.27 4.77 -0.43
C 9.32 1.32 4.94 -0.73
H 5.35 5.87 2.84 0.29
H 3.65 6.36 2.33 0.22
H 4.84 5.68 1.12 0.21
H 2.30 4.34 3.54 -0.21
H 4.02 4.43 4.37 0.38
H 2.88 1.93 3.14 -0.63
H 3.16 2.29 4.85 0.41
H 5.06 2.15 2.54 -0.26
H 5.68 2.78 5.32 0.41
H 6.23 3.57 3.80 0.08
H 7.24 1.27 3.24 0.11
H 6.98 0.83 4.93 0.24
H 9.15 0.87 5.91 0.31
H 10.27 1.85 5.06 0.27
H 9.34 0.67 4.08 0.30
C -0.75 -4.00 -0.95 -0.48
O -1.11 -4.06 0.43 -0.61
C -0.56 -3.05 1.26 0.90
C -1.24 -3.20 2.62 -0.23
N -0.77 -4.43 3.21 0.04
C -1.04 -4.71 4.59 -0.20
C -0.10 -5.76 5.13 -0.21
O -0.39 -6.11 6.45 -0.34
C 0.66 -6.94 6.96 -0.51
H 0.31 -4.23 -1.07 0.10
H -0.96 -2.95 -1.34 0.12
H -1.37 -4.73 -1.46 0.38
H -0.63 -2.07 0.86 -0.82
H 0.53 -3.28 1.33 0.44
H -2.33 -3.10 2.39 0.01
H -0.90 -2.53 3.35 0.16
H -0.89 -5.18 2.55 0.26
H -2.07 -5.16 4.75 0.42
H -0.84 -3.81 5.20 -0.06
H 0.85 -5.33 5.07 0.03
H -0.22 -6.66 4.45 0.22
H 1.71 -6.57 6.62 0.12
H 0.59 -7.96 6.50 0.27
H 0.61 -7.05 8.03 0.27
C 2.10 -3.20 -7.86 -0.76
O 2.92 -2.54 -6.87 -0.44
C 2.54 -1.21 -6.69 0.31
C 3.35 -0.58 -5.59 -0.43
N 3.56 0.86 -5.65 0.26
C 4.61 1.29 -6.60 -0.72
C 4.58 2.80 -6.77 -0.59
O 3.17 3.08 -7.14 -0.22
C 3.09 4.02 -8.22 -0.92
H 2.65 -4.05 -8.16 0.34
H 1.90 -2.53 -8.71 0.29
H 1.19 -3.49 -7.36 0.24
H 1.48 -1.13 -6.43 -0.24
H 2.65 -0.65 -7.64 0.36
H 4.29 -1.12 -5.51 0.55
H 2.80 -0.85 -4.69 -0.48
H 2.72 1.25 -5.94 0.26
H 4.61 0.76 -7.57 0.36
H 5.53 1.03 -6.06 0.26
H 5.24 3.16 -7.57 0.53
H 4.82 3.36 -5.88 0.25
H 3.38 3.64 -9.21 0.30
H 3.74 4.92 -7.99 0.35
H 2.05 4.37 -8.13 0.24
C -8.97 -2.31 -0.93 -0.42
O -8.38 -3.31 -0.11 -0.34
C -7.86 -4.43 -0.85 -0.94
C -6.54 -4.00 -1.49 -0.51
N -5.63 -3.52 -0.50 0.12
C -4.34 -3.12 -0.97 0.20
C -4.32 -2.30 -2.28 -0.27
O -5.00 -1.09 -1.98 0.30
C -5.12 -0.30 -3.19 -0.18
H -9.62 -2.78 -1.64 0.46
H -8.27 -1.82 -1.55 0.18
H -9.64 -1.68 -0.32 -0.07
H -8.58 -4.64 -1.57 0.49
H -7.76 -5.16 -0.03 0.29
H -6.74 -3.37 -2.35 0.18
H -6.06 -4.86 -1.97 0.45
H -6.06 -2.92 0.15 0.25
H -3.70 -3.95 -1.13 0.46
H -3.87 -2.47 -0.21 -1.02
H -4.76 -2.85 -3.13 0.39
H -3.34 -1.96 -2.73 -0.19
H -5.64 0.64 -2.93 -0.24
H -5.77 -0.89 -3.97 0.22
H -4.12 -0.05 -3.56 0.11
C 8.59 -4.22 1.65 -0.49
O 8.64 -5.25 0.75 -0.33
C 8.51 -6.54 1.31 -0.34
C 8.36 -7.57 0.26 -0.83
N 7.27 -7.24 -0.73 -0.45
C 5.91 -7.43 -0.26 -0.27
C 4.98 -6.54 -1.06 -0.54
O 5.30 -5.17 -0.92 -0.34
C 4.41 -4.52 -0.06 -0.38
H 8.87 -3.27 1.18 0.24
H 9.29 -4.39 2.48 0.34
H 7.57 -4.06 2.07 0.05
H 7.61 -6.58 1.91 0.29
H 9.42 -6.72 1.95 0.41
H 8.23 -8.59 0.68 0.35
H 9.34 -7.63 -0.31 0.31
H 7.39 -6.23 -0.84 0.35
H 5.84 -7.14 0.83 0.13
H 5.69 -8.53 -0.40 0.32
H 3.92 -6.74 -0.75 0.34
H 5.01 -6.79 -2.18 0.34
H 3.40 -4.71 -0.43 0.33
H 4.62 -3.42 -0.05 -0.22
H 4.50 -4.77 0.97 0.28
C -0.17 1.11 8.10 -0.81
O -1.39 1.20 7.43 -0.24
C -2.34 0.11 7.65 -0.20
C -3.65 0.58 7.00 -1.04
N -3.57 1.03 5.54 -0.16
C -3.07 -0.04 4.65 -0.17
C -1.76 0.30 3.99 1.31
O -0.65 0.10 4.83 -0.43
C 0.59 0.37 4.12 0.32
H 0.33 0.16 7.97 0.31
H -0.32 1.19 9.19 0.31
H 0.44 1.91 7.68 0.20
H -2.39 -0.10 8.70 0.64
H -2.01 -0.78 7.14 0.02
H -4.13 1.36 7.52 0.50
H -4.30 -0.28 7.08 0.37
H -2.93 1.80 5.56 0.34
H -3.75 -0.33 3.87 -0.73
H -2.94 -0.99 5.12 0.41
H -1.86 1.37 3.64 0.13
H -1.59 -0.33 3.01 -0.44
H 1.27 0.09 4.91 0.24
H 0.64 1.43 3.79 -0.86
H 0.66 -0.30 3.31 0.22
```